A 2-piece molecular cluster, C2H3NOS overall at a distorted geometry. Source: the OMol25 dataset; level of theory: ωB97M-V/def2-TZVPD.

- electronic energy (a.u.) = -605.983464
- gap between HOMO and LUMO (spin up / spin down) (eV) = 7.7 / 7.7
- highest occupied orbital energy (spin up / spin down) (eV) = -9.258 / -9.293
- total charge = 0
- relative energy (zero: lowest compared OMol25 entry of this formula, charge and spin) (kJ/mol) = 535.3

Positions of all 8 atoms, in Å:
C: -0.423 0.761 0.416
C: -1.612 0.571 -0.523
N: -0.572 -0.315 -0.269
O: 3.851 -1.006 1.836
S: 3.433 -0.148 0.660
H: -2.601 0.498 -0.092
H: -1.772 0.938 -1.521
H: -0.304 -1.299 -0.506

Atomic partial charges in e from the Löwdin method, atoms 1 to 5: C 0.010; C -0.247; N -0.058; O -0.697; S 0.685